i.
Here is a single C5H7P molecule from the OMol25 dataset. Energies are from ωB97M-V with the def2-TZVPD basis set.

Summary:
SMILES string = [H]/P=C/[C@H]1C=C1C
Kohn-Sham gap = 7.75 eV

Last column: natural (NBO) charge in e.
Element x y z (Å)
H1 3.77742 0.34085 -1.53017  -0.049
P1 3.37175 -0.27252 -0.35233  0.226
C1 1.66603 0.08736 -0.35313  -0.495
C2 0.66564 -0.07933 0.65540  -0.292
C3 -0.41355 0.97125 0.85432  -0.235
C4 -1.19385 0.13133 0.35237  0.167
C5 -2.27099 -0.61566 -0.20087  -0.697
H2 1.33811 0.71256 -1.11977  0.197
H3 1.01472 -0.71756 1.51725  0.207
H4 -0.21930 1.89765 1.38321  0.224
H5 -2.24024 -0.46916 -1.25887  0.251
H6 -3.22257 -0.32459 0.27942  0.242
H7 -2.27316 -1.66217 -0.22683  0.254


ii.
Here is a single C5H7P molecule from the OMol25 dataset. Energies are from ωB97M-V with the def2-TZVPD basis set.

Summary:
Kohn-Sham gap (spin up / spin down) = 7.45 / 8.21 eV

Last column: natural (NBO) charge in e.
Element x y z (Å)
C1 -0.28828 -1.53019 0.34742  -0.088
C2 2.62246 -0.72116 0.26440  -0.607
C3 -0.64752 -0.30083 0.05282  -0.124
C4 0.35872 0.84174 0.24603  -0.680
C5 -1.83461 0.39973 -0.48647  -0.626
P1 2.11269 0.56250 -0.58825  0.605
H1 -0.20028 -2.51668 0.59077  0.204
H2 3.53221 -1.25394 0.37302  0.180
H3 -0.08721 1.75224 -0.18475  0.216
H4 0.67534 0.90948 1.33319  0.256
H5 -2.81085 -0.02421 -0.38488  0.223
H6 -1.60336 0.50598 -1.55725  0.227
H7 -1.82930 1.37532 -0.00603  0.213


Q: Which of them is the most stable? A: i.


i.
Here is a single C6H7NOS molecule from the OMol25 dataset. Energies are from ωB97M-V with the def2-TZVPD basis set.

Summary:
SMILES string = C#CCCCN1SC1=O
Kohn-Sham gap = 8.73 eV

Last column: natural (NBO) charge in e.
Element x y z (Å)
C1 -1.53763 1.75103 0.11872  -0.137
C2 -0.59414 1.09297 0.53247  -0.075
C3 0.45016 0.35371 1.33161  -0.478
C4 0.17647 -1.15182 1.00015  -0.411
C5 0.42195 -1.40481 -0.51495  -0.226
N1 0.32156 -0.25653 -1.45800  -0.538
S1 -1.03491 0.26687 -2.52600  -0.056
C6 0.36889 1.03208 -1.31614  0.757
O1 0.95262 2.05468 -1.34565  -0.516
H1 -2.32065 2.16096 -0.46319  0.257
H2 1.43208 0.77219 1.15044  0.247
H3 0.11329 0.42232 2.39407  0.252
H4 0.84449 -1.99488 1.47226  0.235
H5 -0.88843 -1.28715 1.31660  0.225
H6 1.52503 -1.52232 -0.71016  0.220
H7 -0.23079 -2.28932 -0.98224  0.244


ii.
Here is a single C6H7NOS molecule from the OMol25 dataset. Energies are from ωB97M-V with the def2-TZVPD basis set.

Summary:
Kohn-Sham gap (spin up / spin down) = 7.21 / 6.93 eV

Last column: natural (NBO) charge in e.
Element x y z (Å)
C1 -0.59523 2.71175 -1.06825  -0.589
C2 0.62280 1.94370 -1.14226  -0.473
C3 -1.62667 2.49813 -0.35008  0.763
C4 0.74071 -2.44164 0.29733  -0.445
C5 0.62164 -1.66944 1.48764  -0.441
C6 -0.42666 -1.46600 0.37150  -0.064
N1 -0.48213 -0.29051 -0.35705  -0.761
O1 -2.52407 2.41536 0.38802  -0.424
S1 0.92301 0.39225 -0.57678  0.824
H1 -0.55711 3.56772 -1.71904  0.282
H2 1.48703 2.38590 -1.69599  0.240
H3 1.18096 -2.01218 -0.53744  0.214
H4 0.65101 -3.47850 0.11452  0.223
H5 0.09976 -1.95413 2.41278  0.234
H6 1.33973 -0.81352 1.71460  0.210
H7 -1.45476 -1.78888 0.66051  0.207


Q: Which of them is the most stable? A: ii.


i.
Here is a single C6H7NOS molecule from the OMol25 dataset. Energies are from ωB97M-V with the def2-TZVPD basis set.

Summary:
SMILES string = C=CCN1C#S(=O)C=C1
Kohn-Sham gap = 8.25 eV

Last column: natural (NBO) charge in e.
Element x y z (Å)
C1 -1.76073 -0.24642 1.18517  -0.364
C2 -0.75291 -0.92700 0.66927  -0.227
C3 -0.11458 -0.70407 -0.61035  -0.239
N1 1.33513 -0.29515 -0.38063  -0.432
C4 2.16700 -1.17354 0.12881  0.001
S1 3.84085 -0.25742 -0.07538  1.152
O1 4.22184 0.07382 1.30143  -0.956
C5 3.09967 1.12534 -0.87314  -0.442
C6 1.80688 0.88322 -1.09944  -0.043
H1 -2.29641 -0.56282 2.16751  0.217
H2 -2.19831 0.67891 0.70487  0.198
H3 -0.23102 -1.78776 1.22426  0.236
H4 -0.16588 -1.56398 -1.26508  0.227
H5 -0.39441 0.20156 -1.19916  0.197
H6 3.76757 1.90600 -1.20001  0.251
H7 1.18665 1.64077 -1.47615  0.224


ii.
Here is 2 unconnected molecules or ions with the total composition C6H7NOS from the OMol25 dataset. Energies are from ωB97M-V with the def2-TZVPD basis set.

Summary:
Kohn-Sham gap (spin up / spin down) = 7.21 / 7.21 eV

Last column: natural (NBO) charge in e.
Element x y z (Å)
C1 1.45349 -1.10925 1.16727  -0.176
C2 1.79023 0.06314 0.49336  -0.195
C3 0.07025 -1.48910 1.30264  -0.193
C4 0.79311 0.99058 0.06530  -0.174
C5 -0.89775 -0.63464 0.77581  -0.189
C6 -0.52516 0.54715 0.10483  -0.275
N1 -0.92077 2.65392 -1.09974  -0.937
O1 -1.43249 -0.17500 -2.77028  -0.955
S1 -1.76255 1.41412 -0.80762  1.167
H1 2.17794 -1.80450 1.38866  0.208
H2 2.84935 0.20278 0.27319  0.220
H3 -0.06871 -2.42147 1.74261  0.218
H4 1.05769 1.84559 -0.55473  0.257
H5 -1.95030 -0.93672 0.91331  0.228
H6 -1.54716 3.45050 -1.25100  0.375
H7 -1.25984 0.49062 -3.39422  0.421


Q: Which of them is the most stable? A: ii.


i.
Here is a gas-phase ion, C4H11N2 (charge +1) from the OMol25 dataset. Energies are from ωB97M-V with the def2-TZVPD basis set.

Summary:
SMILES string = CN[C@@H](C)C=[NH2+]
net charge = +1
Kohn-Sham gap = 8.53 eV

Last column: natural (NBO) charge in e.
Element x y z (Å)
C1 -1.21375 1.53680 0.32786  -0.438
N1 -0.79473 0.36738 -0.49144  -0.641
C2 0.21647 -0.43532 0.18019  -0.149
C3 0.54277 -1.97094 -0.27047  -0.583
C4 1.46893 0.19546 0.41201  0.329
N2 1.85379 1.31450 -0.20220  -0.630
H1 -1.70550 2.28864 -0.35142  0.240
H2 -1.82712 1.16984 1.15096  0.209
H3 -0.33588 2.15592 0.72028  0.191
H4 -1.41322 -0.12451 -1.01768  0.398
H5 -0.05442 -0.63169 1.19988  0.234
H6 1.14173 -2.09739 -1.15631  0.232
H7 1.22360 -2.36783 0.45136  0.226
H8 -0.36633 -2.54593 -0.50238  0.260
H9 2.05648 -0.45779 1.00139  0.238
H10 2.83045 1.52873 -0.16971  0.433
H11 1.29765 1.84336 -0.85196  0.451


ii.
Here is a molecular structure, C4H11N2 from the OMol25 dataset. Energies are from ωB97M-V with the def2-TZVPD basis set.

Summary:
net charge = +1
Kohn-Sham gap (spin up / spin down) = 8.89 / 8.89 eV

Last column: natural (NBO) charge in e.
Element x y z (Å)
C1 0.23630 -0.60004 -0.62148  0.387
C2 -2.27243 0.52708 -0.76416  -0.418
C3 -0.74508 1.17607 1.04270  -0.484
C4 2.47615 -1.29569 -0.04531  -0.447
N1 -1.25528 0.15219 0.23366  -0.341
N2 1.29322 -0.51385 0.08477  -0.465
H1 -0.09076 -1.09345 -1.57858  0.264
H2 -2.15164 1.46717 -1.14282  0.194
H3 -2.18270 -0.24717 -1.61916  0.213
H4 -3.25615 0.33537 -0.10102  0.252
H5 0.07564 0.90116 1.77075  0.204
H6 -0.63302 2.07576 0.33680  0.199
H7 -1.44906 1.65509 1.79911  0.269
H8 2.48609 -2.08097 -0.71708  0.240
H9 2.90089 -1.70914 0.80582  0.246
H10 3.18368 -0.73451 -0.47384  0.234
H11 1.38417 -0.01508 0.98983  0.452


iii.
Here is a gas-phase ion, C4H11N2 (charge +1) from the OMol25 dataset. Energies are from ωB97M-V with the def2-TZVPD basis set.

Summary:
SMILES string = N/C=C\CC[NH3+]
net charge = +1
Kohn-Sham gap = 9.21 eV

Last column: natural (NBO) charge in e.
Element x y z (Å)
N1 1.11100 2.14592 -1.04309  -0.760
C1 0.66938 1.70733 0.20620  0.131
C2 -0.16668 0.65796 0.42297  -0.504
C3 -0.83537 -0.19554 -0.58504  -0.426
C4 -0.83453 -1.81405 -0.10948  -0.255
N2 0.04826 -2.04548 1.03572  -0.735
H1 1.00649 1.57240 -1.81716  0.393
H2 1.58686 2.96421 -1.06777  0.404
H3 1.02225 2.28773 1.06555  0.228
H4 -0.91145 0.69493 1.34950  0.237
H5 -0.52667 0.06154 -1.59789  0.224
H6 -1.92984 -0.12651 -0.48706  0.235
H7 -1.79758 -2.21263 0.09191  0.229
H8 -0.51572 -2.40516 -1.03974  0.244
H9 -0.37085 -2.06872 1.94152  0.445
H10 0.42521 -1.00680 1.14582  0.455
H11 0.89969 -2.59820 0.85901  0.455


iv.
Here is a gas-phase ion, C4H11N2 (charge +1) from the OMol25 dataset. Energies are from ωB97M-V with the def2-TZVPD basis set.

Summary:
SMILES string = C[C@@H]1CNC[NH2+]1
net charge = +1
Kohn-Sham gap = 11.07 eV

Last column: natural (NBO) charge in e.
Element x y z (Å)
C1 -1.28269 -0.73776 1.09498  -0.617
C2 -0.58243 0.45415 0.40944  -0.053
C3 -0.49803 0.14245 -1.26882  -0.245
N1 0.85626 -0.43714 -1.39625  -0.638
C4 1.53715 0.46634 -0.48205  -0.066
N2 0.81756 0.15388 0.75429  -0.514
H1 -0.68853 -1.57555 1.13074  0.206
H2 -2.23785 -1.12108 0.53152  0.258
H3 -1.45694 -0.31924 2.07499  0.232
H4 -0.90692 1.41020 0.48641  0.240
H5 -1.19837 -0.60432 -1.75594  0.231
H6 -0.73000 0.99319 -1.81778  0.194
H7 1.00239 -0.48408 -2.38353  0.416
H8 2.51852 0.14718 -0.41976  0.223
H9 1.38955 1.43427 -0.89309  0.211
H10 1.03656 -0.89238 0.75106  0.473
H11 1.19059 0.67402 1.52456  0.452


Q: Which of them is the most stable? A: i.


i.
Here is 2 unconnected molecules or ions with the total composition C4H11N2 from the OMol25 dataset. Energies are from ωB97M-V with the def2-TZVPD basis set.

Summary:
net charge = +1
Kohn-Sham gap = 10.35 eV

Last column: natural (NBO) charge in e.
Element x y z (Å)
C1 -0.42388 1.29659 -1.84975  -0.414
C2 -1.56579 1.31287 -1.16618  -0.389
H1 -0.08188 0.37136 -2.29331  0.190
H2 0.06044 2.21090 -2.16840  0.217
H3 -2.13903 0.40398 -1.02411  0.197
H4 -1.99272 2.23237 -0.78825  0.209
C3 1.07871 -1.55529 -0.52512  -0.408
N1 0.62904 -1.24417 0.84332  -0.493
C4 0.45076 -0.03025 1.26715  0.403
N2 -0.06095 0.28270 2.44186  -0.723
H5 0.23999 -1.91214 -1.11616  0.229
H6 1.82710 -2.33914 -0.47311  0.236
H7 1.50998 -0.65118 -0.93536  0.227
H8 0.24522 -2.01651 1.38443  0.421
H9 0.80889 0.77054 0.63671  0.240
H10 -0.22498 -0.35950 3.18636  0.426
H11 -0.36091 1.22688 2.57990  0.434


ii.
Here is a gas-phase ion, C4H11N2 (charge +1) from the OMol25 dataset. Energies are from ωB97M-V with the def2-TZVPD basis set.

Summary:
SMILES string = N/C=C/CC[NH3+]
net charge = +1
Kohn-Sham gap = 8.93 eV

Last column: natural (NBO) charge in e.
Element x y z (Å)
N1 -1.56231 0.85412 -2.29469  -0.807
C1 -0.98199 0.79034 -1.05600  0.066
C2 -0.98607 -0.23771 -0.18887  -0.407
C3 -0.44037 -0.04076 1.21819  -0.441
C4 1.08743 0.12989 1.24610  -0.216
N2 1.68209 -0.94183 0.38345  -0.681
H1 -2.31697 0.21710 -2.48860  0.397
H2 -0.98642 1.15825 -3.06640  0.404
H3 -0.58741 1.74801 -0.71218  0.193
H4 -1.73424 -1.02916 -0.22309  0.231
H5 -0.84183 0.81279 1.76347  0.249
H6 -0.60811 -0.96086 1.77317  0.216
H7 1.44464 1.08708 0.88198  0.222
H8 1.50404 0.04785 2.24654  0.233
H9 1.20143 -0.96068 -0.53003  0.456
H10 1.44073 -1.84167 0.80357  0.437
H11 2.68537 -0.83277 0.24338  0.446


Q: Which of them is the most stable? A: i.


i.
Here is a gas-phase ion, C4H11N2 (charge +1) from the OMol25 dataset. Energies are from ωB97M-V with the def2-TZVPD basis set.

Summary:
SMILES string = NCC/C=C/[NH3+]
net charge = +1
Kohn-Sham gap = 9.32 eV

Last column: natural (NBO) charge in e.
Element x y z (Å)
N1 1.68154 0.94656 1.55297  -0.851
C1 1.70630 -0.39883 0.97095  -0.209
C2 1.11879 -0.36424 -0.43906  -0.464
C3 -0.32987 -0.01249 -0.38119  -0.082
C4 -1.29902 -0.31706 -1.22192  -0.122
N2 -2.69651 0.08018 -0.83391  -0.679
H1 2.49086 1.49437 1.28999  0.371
H2 1.69866 0.84542 2.56003  0.373
H3 1.02037 -1.00706 1.56946  0.189
H4 2.68738 -0.86309 0.95648  0.203
H5 1.61397 0.37975 -1.06784  0.243
H6 1.21600 -1.34688 -0.88928  0.238
H7 -0.63211 0.52717 0.52346  0.216
H8 -1.22131 -0.48840 -2.28854  0.237
H9 -3.26683 -0.75688 -0.70927  0.447
H10 -3.11818 0.61706 -1.59450  0.443
H11 -2.67005 0.66441 0.00217  0.448


ii.
Here is a gas-phase ion, C4H11N2 (charge +1) from the OMol25 dataset. Energies are from ωB97M-V with the def2-TZVPD basis set.

Summary:
net charge = +1
Kohn-Sham gap = 7.78 eV

Last column: natural (NBO) charge in e.
Element x y z (Å)
C1 -1.30627 -0.76474 1.65355  -0.638
C2 0.17887 -0.77101 1.10846  -0.371
C3 0.23567 1.08029 0.73147  0.247
N1 0.74149 0.01418 -0.02911  -0.325
H1 -1.50046 -1.73446 2.15815  0.268
H2 -1.42154 0.05880 2.43266  0.225
H3 -2.04995 -0.63540 0.84850  0.234
H4 0.27524 -1.84891 0.78285  0.332
H5 0.87169 -0.71005 1.96786  0.270
H6 -0.63253 1.67124 0.47144  0.229
H7 0.96577 1.56963 1.36600  0.247
C4 -0.02285 -0.21588 -1.26182  -0.094
N2 0.44681 0.66125 -2.31236  -0.768
H8 -1.10565 -0.07066 -1.13814  0.197
H9 0.12990 -1.27404 -1.54949  0.221
H10 1.46871 0.66206 -2.26553  0.372
H11 0.16828 1.61180 -2.07401  0.352


iii.
Here is a gas-phase ion, C4H11N2 (charge +1) from the OMol25 dataset. Energies are from ωB97M-V with the def2-TZVPD basis set.

Summary:
SMILES string = C[C@@H]1[C@H]([NH3+])N1C
net charge = +1
Kohn-Sham gap = 10.20 eV

Last column: natural (NBO) charge in e.
Element x y z (Å)
C1 -1.10117 -1.59817 -0.18349  -0.639
C2 -0.28819 -0.57277 0.52657  -0.088
C3 -0.17154 0.87339 0.20686  0.068
N1 -1.03343 1.31371 -1.01520  -0.711
N2 0.95513 0.07883 -0.08212  -0.405
C4 2.12559 0.10834 0.77467  -0.421
H1 -1.66212 -1.30566 -1.10749  0.195
H2 -1.88611 -2.08663 0.44002  0.252
H3 -0.42846 -2.35519 -0.32308  0.246
H4 -0.05656 -1.09262 1.56134  0.247
H5 0.01503 1.74844 0.96332  0.251
H6 -1.17644 0.65900 -1.83765  0.458
H7 -0.63268 2.09019 -1.60360  0.450
H8 -1.97057 1.60919 -0.78216  0.444
H9 2.67480 1.12084 0.41033  0.223
H10 1.84125 0.01062 1.87143  0.196
H11 2.79126 -0.67517 0.57156  0.232


Q: Which of them is the most stable? A: i.